# 1
{"formula": "C31H35O5Ru", "method": "ωB97M-V/def2-TZVPD", "symbols": ["C", "C", "C", "C", "H", "H", "C", "H", "H", "C", "H", "H", "C", "C", "C", "O", "O", "O", "O", "C", "H", "H", "H", "C", "H", "H", "H", "O", "H", "H", "C", "C", "H", "H", "H", "H", "H", "H", "Ru", "C", "C", "C", "H", "C", "C", "H", "H", "H", "H", "C", "C", "C", "H", "C", "C", "H", "H", "H", "H", "C", "C", "C", "C", "C", "C", "C", "C", "H", "H", "H", "H", "H"], "coordinates": [[0.955, 5.878, -2.070], [0.280, 5.324, -0.787], [2.096, 4.924, -2.455], [2.450, 4.225, -1.127], [2.941, 5.482, -2.875], [1.736, 4.186, -3.186], [1.035, 4.037, -0.443], [-0.790, 5.169, -0.965], [0.407, 6.050, 0.031], [0.283, 2.818, -1.016], [1.165, 3.921, 0.644], [2.981, 4.963, -0.502], [3.304, 3.044, -1.239], [0.037, 5.982, -3.283], [1.527, 7.294, -1.802], [2.729, 7.472, -1.738], [-1.021, 5.385, -3.399], [0.530, 6.783, -4.244], [0.688, 8.334, -1.626], [-0.759, 8.293, -1.662], [-1.196, 7.398, -1.194], [-1.101, 8.395, -2.700], [-1.052, 9.182, -1.099], [-0.251, 6.766, -5.442], [-0.293, 5.749, -5.852], [0.256, 7.440, -6.130], [-1.272, 7.111, -5.237], [0.772, 1.636, -0.529], [0.330, 2.845, -2.131], [-0.806, 2.913, -0.788], [4.289, 2.801, -0.182], [3.250, 2.161, -2.405], [3.552, 2.661, -3.342], [2.241, 1.741, -2.559], [3.927, 1.308, -2.251], [4.396, 1.723, 0.001], [4.001, 3.301, 0.752], [5.283, 3.183, -0.475], [-0.477, -0.386, -0.040], [-0.004, -1.016, 2.485], [0.656, 0.309, 2.217], [-0.283, 1.251, 1.856], [1.716, 0.500, 2.352], [-1.563, 0.595, 1.659], [-1.435, -0.719, 2.138], [-2.209, -1.477, 2.216], [0.264, -1.545, 3.391], [-0.177, 2.327, 1.817], [-2.479, 1.099, 1.381], [-0.210, -1.355, -2.110], [-1.321, -1.831, -1.339], [-2.219, -0.719, -1.119], [-1.466, -2.840, -0.983], [-1.678, 0.405, -1.831], [-0.472, -0.009, -2.473], [0.170, 0.598, -3.092], [0.672, -1.928, -2.368], [-3.145, -0.747, -0.566], [-2.115, 1.392, -1.861], [0.131, -1.910, 1.252], [-0.240, -3.150, 1.146], [-0.693, -4.367, 1.661], [0.196, -4.996, 2.567], [0.008, -6.316, 2.959], [-1.167, -6.988, 2.616], [-2.172, -6.302, 1.909], [-1.937, -5.033, 1.387], [1.035, -4.416, 2.951], [0.784, -6.830, 3.532], [-1.300, -8.035, 2.900], [-3.136, -6.794, 1.765], [-2.701, -4.521, 0.798]], "forces_ev_per_a": [[-0.3, 1.4, -0.6], [0.4, 0.4, 0.1], [0.2, -0.3, 0.2], [-0.9, 0.8, 0.3], [-0.2, -0.2, 0.0], [0.1, 0.2, 0.2], [0.0, -0.3, -0.5], [0.2, -0.2, 0.1], [-0.2, 0.0, -0.2], [0.2, -1.6, 0.8], [-0.1, -0.1, -0.3], [-0.1, 0.0, -0.2], [-0.2, 0.1, -0.1], [-1.4, -1.1, 0.8], [1.2, -1.0, -0.3], [-1.4, 0.6, 0.1], [1.2, 0.8, -0.1], [-0.1, -0.1, -0.2], [-0.2, 0.3, 0.3], [0.5, -0.2, 0.0], [0.3, 0.2, -0.2], [0.1, -0.1, 0.2], [-0.1, -0.2, -0.1], [0.0, 0.0, -0.1], [0.0, 0.3, 0.1], [-0.1, -0.1, 0.0], [0.2, -0.1, -0.1], [0.5, 0.7, -0.3], [-0.1, 0.3, -0.2], [0.0, 0.4, 0.1], [0.3, -0.3, 0.5], [0.0, -0.8, -0.6], [0.0, 0.0, 0.0], [0.2, 0.1, 0.1], [-0.2, 0.1, -0.2], [0.0, 0.2, 0.1], [0.1, -0.2, -0.1], [0.1, 0.0, 0.1], [0.6, 3.0, 0.6], [0.3, -0.4, -1.1], [-0.1, 1.2, 1.0], [0.3, -0.7, 0.8], [-0.2, -0.1, -0.1], [0.2, -0.3, 0.6], [-1.0, 0.5, 0.8], [0.1, 0.2, -0.2], [-0.1, 0.1, 0.6], [0.4, -0.2, -0.6], [0.0, 0.0, 0.0], [-0.1, -0.1, -0.8], [-0.7, 0.1, -0.6], [-0.8, -0.8, -1.5], [0.1, 0.1, 0.1], [0.0, -0.4, -0.3], [-0.4, -0.4, -0.4], [0.1, 0.2, 0.2], [-0.2, 0.0, -0.1], [-0.1, 0.0, -0.1], [0.0, 0.0, 0.0], [0.9, -1.7, 0.2], [-0.5, 0.1, 0.9], [0.2, 0.7, -0.4], [0.3, -1.3, 0.8], [0.2, 0.7, 0.0], [-0.3, -0.6, 0.0], [0.3, 0.3, -0.3], [-0.1, -0.4, 0.2], [0.0, -0.2, -0.3], [-0.2, 0.2, 0.0], [-0.1, 0.3, 0.0], [0.2, 0.1, -0.1], [0.2, -0.1, 0.2]], "spin_multiplicity": 6, "total_charge": -2, "homo_lumo_gap_ev": [1.324, 3.694]}

# 2
{"formula": "C31H36BBiF4NO2S5Te", "method": "ωB97M-V/def2-TZVPD", "symbols": ["Bi", "C", "C", "O", "C", "C", "H", "H", "H", "H", "H", "H", "H", "H", "H", "H", "F", "B", "F", "F", "F", "C", "S", "C", "C", "S", "S", "C", "S", "S", "H", "H", "H", "C", "C", "C", "C", "C", "C", "Te", "N", "C", "O", "C", "C", "C", "C", "C", "C", "C", "C", "C", "C", "C", "C", "C", "C", "C", "C", "H", "H", "H", "H", "H", "H", "H", "H", "H", "H", "H", "H", "H", "H", "H", "H", "H", "H", "H", "H", "H", "H", "H"], "coordinates": [[0.242, 0.197, -0.452], [1.988, 2.243, 1.984], [1.051, 1.420, 2.863], [0.703, 0.142, 2.353], [1.703, -0.860, 2.576], [1.138, -2.239, 2.286], [2.280, 3.141, 2.525], [1.490, 2.538, 1.064], [2.889, 1.695, 1.722], [0.105, 1.950, 2.972], [1.489, 1.300, 3.863], [2.027, -0.802, 3.626], [2.570, -0.675, 1.933], [0.186, -2.388, 2.789], [1.836, -2.989, 2.646], [1.017, -2.389, 1.218], [1.940, -0.845, -2.132], [3.077, -1.102, -1.290], [2.779, -2.240, -0.574], [4.206, -1.190, -2.015], [3.111, -0.024, -0.389], [-3.270, -2.929, -4.089], [-1.624, -3.583, -3.651], [-1.702, -3.400, -1.904], [-1.662, -2.221, -1.258], [-1.516, -0.649, -2.021], [-1.807, -2.272, 0.494], [-1.825, -4.035, 0.642], [-1.897, -4.798, 2.075], [-1.798, -4.839, -0.900], [-3.328, -2.983, -5.170], [-3.358, -1.899, -3.757], [-4.033, -3.562, -3.645], [-9.227, 1.948, 2.068], [-7.818, 1.792, 1.585], [-7.324, 0.570, 1.152], [-6.008, 0.427, 0.736], [-5.515, -0.907, 0.258], [-5.152, 1.531, 0.792], [-3.017, 1.174, 0.357], [-1.044, 1.962, -0.377], [-0.511, 2.505, -1.428], [0.562, 1.924, -1.858], [-0.989, 3.741, -2.050], [-0.038, 4.664, -2.476], [-0.445, 5.888, -2.971], [-1.797, 6.174, -3.081], [-2.746, 5.236, -2.701], [-2.347, 4.021, -2.171], [-2.458, 2.239, 2.125], [-1.816, 3.467, 2.022], [-1.387, 4.130, 3.158], [-1.590, 3.560, 4.402], [-2.230, 2.337, 4.503], [-2.669, 1.655, 3.374], [-3.351, 0.328, 3.501], [-5.660, 2.788, 1.117], [-4.839, 4.036, 1.011], [-6.978, 2.894, 1.536], [-9.788, 1.023, 1.963], [-9.735, 2.731, 1.508], [-9.224, 2.241, 3.117], [-7.979, -0.290, 1.134], [-6.347, -1.590, 0.098], [-4.844, -1.357, 0.992], [-4.969, -0.793, -0.681], [1.007, 4.408, -2.394], [0.292, 6.620, -3.264], [-2.108, 7.133, -3.466], [-3.796, 5.465, -2.813], [-3.074, 3.270, -1.874], [-1.645, 3.893, 1.044], [-0.885, 5.081, 3.071], [-1.243, 4.066, 5.290], [-2.373, 1.892, 5.477], [-3.242, -0.074, 4.505], [-2.931, -0.392, 2.793], [-4.413, 0.439, 3.281], [-3.997, 3.878, 0.336], [-4.453, 4.330, 1.986], [-5.454, 4.852, 0.636], [-7.365, 3.861, 1.822]], "forces_ev_per_a": [[1.9, -0.5, -0.3], [-0.1, -0.4, 0.2], [0.0, 0.4, 0.3], [-0.1, -0.1, -0.2], [0.2, -0.3, 0.1], [0.1, 0.4, 0.0], [0.0, 0.1, 0.0], [-0.1, 0.2, -0.2], [0.1, -0.1, 0.0], [0.1, 0.0, 0.1], [-0.1, 0.0, -0.1], [-0.1, 0.1, -0.1], [0.0, 0.0, 0.0], [-0.1, 0.0, 0.1], [0.1, -0.1, 0.0], [0.0, -0.1, -0.1], [-0.7, 0.4, -0.3], [-0.3, -0.1, 0.0], [-0.1, -0.8, 0.5], [0.8, -0.1, -0.5], [-0.1, 0.9, 0.6], [0.4, -0.3, 0.2], [-0.1, 0.0, 0.1], [0.1, 0.0, 0.1], [-0.1, 0.0, 0.0], [-0.4, -0.5, -0.6], [-0.2, -0.8, -0.4], [0.1, 0.2, -0.1], [0.0, 0.0, 0.1], [-0.1, 0.5, 0.1], [-0.1, 0.0, -0.1], [-0.1, 0.1, 0.0], [-0.1, 0.1, 0.0], [0.0, 0.0, 0.0], [0.1, 0.0, -0.1], [0.0, 0.1, 0.0], [0.2, -0.1, 0.1], [0.0, 0.0, 0.0], [0.0, -0.1, -0.2], [-1.1, 0.9, 0.9], [-0.8, 0.2, 0.6], [0.3, -0.3, 0.3], [0.3, 0.0, -0.4], [0.0, 0.4, -0.3], [-0.1, -0.1, 0.1], [0.0, 0.0, 0.0], [0.0, 0.0, 0.0], [-0.1, 0.1, 0.0], [0.1, -0.2, 0.1], [0.1, 0.0, -0.1], [0.0, 0.0, -0.1], [0.0, 0.1, -0.1], [-0.1, 0.0, 0.0], [0.1, 0.1, 0.1], [-0.1, -0.1, -0.2], [0.0, 0.0, 0.0], [0.2, 0.1, 0.0], [0.0, 0.0, 0.0], [0.0, -0.2, 0.0], [-0.1, 0.0, 0.0], [-0.1, 0.0, 0.0], [-0.1, 0.0, 0.1], [-0.1, -0.1, 0.0], [0.0, 0.0, 0.0], [0.1, -0.1, 0.0], [0.0, -0.2, 0.0], [0.1, 0.0, 0.0], [0.0, 0.1, -0.1], [-0.1, 0.1, -0.1], [-0.1, 0.0, 0.0], [0.0, 0.2, 0.0], [0.1, 0.1, 0.0], [0.1, 0.1, 0.0], [0.0, 0.0, 0.1], [0.0, -0.1, 0.1], [0.0, 0.0, 0.0], [0.0, -0.1, 0.1], [-0.1, -0.1, 0.0], [0.0, 0.2, 0.0], [0.1, 0.1, 0.0], [0.0, 0.1, -0.1], [0.0, 0.2, 0.0]], "spin_multiplicity": 2, "total_charge": 0, "e_above_lowest_kj_mol": 76.22, "homo_lumo_gap_ev": [7.227, 5.971]}

# 3
{"formula": "C31H36N2O", "method": "ωB97M-V/def2-TZVPD", "symbols": ["C", "C", "C", "C", "C", "C", "N", "C", "O", "N", "C", "C", "C", "C", "C", "C", "C", "C", "C", "C", "C", "C", "C", "C", "C", "C", "C", "C", "C", "C", "C", "C", "C", "C", "H", "H", "H", "H", "H", "H", "H", "H", "H", "H", "H", "H", "H", "H", "H", "H", "H", "H", "H", "H", "H", "H", "H", "H", "H", "H", "H", "H", "H", "H", "H", "H", "H", "H", "H", "H"], "coordinates": [[2.231, 1.706, 6.337], [1.486, 1.486, 5.054], [0.221, 2.020, 4.866], [-0.480, 1.845, 3.682], [-1.862, 2.401, 3.537], [0.125, 1.132, 2.645], [-0.564, 0.909, 1.433], [-0.989, 1.923, 0.607], [-0.846, 3.102, 0.870], [-1.602, 1.498, -0.548], [-1.893, 0.101, -0.784], [-0.666, -0.759, -0.999], [0.470, -0.240, -1.614], [1.594, -1.020, -1.823], [1.576, -2.342, -1.410], [0.432, -2.875, -0.796], [-0.682, -2.092, -0.589], [0.656, -4.315, -0.438], [2.061, -4.553, -0.914], [2.818, -5.704, -0.854], [4.108, -5.680, -1.366], [4.630, -4.524, -1.927], [3.876, -3.364, -1.991], [2.587, -3.383, -1.483], [-2.230, 2.514, -1.389], [-1.628, 2.488, -2.797], [-2.227, 3.535, -3.738], [-3.436, 3.028, -4.520], [-4.687, 2.830, -3.670], [-4.510, 1.838, -2.521], [-3.770, 2.428, -1.318], [1.394, 0.572, 2.817], [2.038, -0.213, 1.710], [2.054, 0.755, 4.021], [2.894, 0.871, 6.549], [2.839, 2.609, 6.263], [1.542, 1.832, 7.169], [-0.241, 2.579, 5.667], [-2.264, 2.689, 4.505], [-1.839, 3.274, 2.887], [-2.522, 1.666, 3.078], [-0.353, 0.026, 0.992], [-2.482, -0.316, 0.046], [-2.514, 0.044, -1.681], [0.472, 0.795, -1.917], [2.468, -0.600, -2.297], [-1.562, -2.499, -0.110], [-0.058, -4.972, -0.941], [0.558, -4.487, 0.637], [2.418, -6.608, -0.418], [4.714, -6.574, -1.327], [5.636, -4.530, -2.319], [4.284, -2.465, -2.429], [-1.929, 3.458, -0.921], [-1.729, 1.498, -3.245], [-0.560, 2.689, -2.685], [-1.461, 3.828, -4.461], [-2.499, 4.426, -3.171], [-3.669, 3.745, -5.311], [-3.176, 2.083, -5.004], [-5.488, 2.471, -4.323], [-5.005, 3.793, -3.263], [-4.018, 0.938, -2.894], [-5.504, 1.541, -2.178], [-4.021, 1.845, -0.429], [-4.164, 3.431, -1.151], [3.064, -0.462, 1.969], [2.044, 0.359, 0.783], [1.504, -1.147, 1.524], [3.037, 0.324, 4.153]], "forces_ev_per_a": [[0.0, 0.1, -0.1], [0.0, 0.0, 0.0], [0.1, -0.1, -0.1], [0.0, 0.0, -0.1], [0.0, 0.1, 0.0], [0.2, 0.2, 0.4], [0.0, -0.4, 0.0], [0.0, 0.0, -0.2], [0.1, 0.3, 0.2], [0.0, 0.0, -0.1], [-0.1, 0.0, 0.1], [0.0, -0.2, -0.1], [-0.1, 0.0, 0.0], [0.0, -0.2, 0.0], [-0.5, 0.2, 0.1], [0.2, 0.1, -0.1], [0.0, 0.2, -0.1], [-0.1, -0.1, 0.1], [0.1, 0.2, -0.1], [0.0, 0.0, 0.0], [0.0, -0.1, 0.0], [0.1, 0.0, -0.1], [-0.1, 0.0, 0.0], [0.2, -0.5, 0.1], [0.1, 0.3, -0.1], [0.0, 0.3, 0.2], [0.0, -0.3, -0.2], [-0.1, 0.3, 0.1], [0.1, -0.3, -0.2], [-0.2, 0.3, 0.1], [0.0, -0.1, -0.1], [-0.1, 0.1, -0.1], [0.0, 0.1, 0.1], [-0.1, 0.1, 0.1], [0.1, 0.0, 0.1], [0.1, 0.0, 0.1], [0.0, 0.0, 0.1], [-0.1, 0.1, 0.1], [-0.1, 0.0, 0.1], [-0.1, 0.0, 0.0], [-0.1, 0.0, 0.0], [-0.1, 0.1, 0.0], [0.0, 0.0, -0.1], [0.0, 0.0, 0.1], [0.0, 0.1, 0.0], [0.1, 0.1, -0.1], [-0.1, 0.0, 0.1], [0.0, 0.0, 0.0], [0.0, 0.0, 0.0], [0.0, -0.1, 0.0], [0.1, -0.1, 0.0], [0.1, 0.0, 0.0], [0.1, 0.1, -0.1], [-0.1, -0.2, -0.2], [0.1, -0.1, -0.1], [0.0, -0.1, 0.0], [0.0, 0.1, 0.1], [0.0, 0.2, 0.0], [0.0, -0.1, -0.1], [0.0, 0.0, -0.1], [0.0, 0.1, 0.0], [-0.1, 0.1, 0.0], [0.0, -0.1, 0.0], [0.0, -0.1, 0.0], [0.0, 0.1, 0.1], [-0.1, 0.0, 0.1], [0.1, -0.1, 0.0], [0.0, 0.0, -0.1], [0.0, -0.1, -0.1], [0.1, -0.1, 0.0]], "spin_multiplicity": 1, "total_charge": 0, "smiles": "Cc1cc(C)c(NC(=O)N(Cc2ccc3c(c2)Cc2ccccc2-3)C2CCCCCC2)c(C)c1", "homo_lumo_gap_ev": 8.589}

| no. | calculated total energy (eV) |
| --- | --- |
| 1 | -45523.498 |
| 2 | -117176.703 |
| 3 | -37761.487 |